# 1
{"formula": "C5H6N2O", "method": "ωB97M-V/def2-TZVPD", "species": ["C", "C", "C", "C", "C", "H", "H", "H", "H", "H", "H", "N", "N", "O"], "xyz": [[0.84057, -0.09977, -1.15574], [0.80412, -0.34891, 0.19053], [0.84334, -1.16811, 1.57150], [-0.17719, 0.28039, 0.85620], [-1.00693, 0.83553, -0.20860], [-0.15298, 2.36805, -2.35991], [1.38763, -0.25724, -1.99434], [1.81824, -1.20046, 2.22741], [0.40095, -2.33595, 1.35383], [-1.62416, -0.96419, 1.93767], [-1.78889, 1.44124, -0.49952], [-0.36805, 0.50668, -1.48786], [-0.41127, -0.43107, 2.16941], [-0.56537, 1.37379, -2.60058]], "atomic_forces_ev_per_a": [[-1.7, 0.1, 0.7], [2.8, -2.0, 2.0], [-0.2, -5.3, -0.5], [-7.3, 3.1, -2.6], [2.4, -1.3, -0.8], [-1.4, -4.0, -0.6], [2.3, -1.1, -1.7], [-2.2, 0.2, -1.2], [1.9, 3.1, 0.6], [5.2, 1.4, 0.9], [-2.1, 1.2, 0.8], [0.2, 1.9, 4.2], [-1.6, 0.2, -3.3], [1.7, 2.6, 1.6]], "mulliken_charge": [-0.8851, 0.2853, -0.1381, 0.3040, -0.8466, 0.3781, 0.5376, 0.2456, 0.2171, 0.3205, 0.5069, 0.1166, -0.6044, -0.4374], "energy_ha": -378.56497, "homo_ev": -7.988, "homo_lumo_gap_ev": 8.1, "e_above_lowest_ev": 8.326, "multiplicity": 1}



# 2
{"formula": "C11H34BeNO7", "method": "ωB97M-V/def2-TZVPD", "species": ["Be", "C", "C", "C", "C", "C", "C", "N", "O", "C", "C", "C", "H", "H", "H", "H", "H", "H", "H", "H", "H", "H", "H", "H", "H", "H", "H", "H", "H", "H", "C", "C", "O", "H", "H", "H", "H", "H", "H", "O", "H", "H", "O", "H", "H", "O", "H", "H", "O", "H", "H", "O", "H", "H"], "xyz": [[1.38531, -1.96889, -0.84288], [-0.22196, 3.35614, 0.01250], [-0.82526, 2.22059, 0.96794], [-1.93505, 2.84158, 1.74650], [-3.20593, 3.19737, 0.94918], [-3.32358, 2.28401, -0.29503], [-2.65554, 0.91932, -0.25221], [-1.23581, 1.15419, 0.01266], [-0.24682, 0.23734, -0.45207], [-2.96081, 0.30235, -1.62430], [-3.24810, -0.02696, 0.87508], [0.20931, 1.74166, 2.00621], [0.68251, 3.09614, -0.53744], [0.11272, 4.26873, 0.50574], [-0.93623, 3.64027, -0.76028], [-1.59176, 3.84156, 2.01159], [-2.09389, 2.36656, 2.71460], [-3.17801, 4.25603, 0.69118], [-4.08885, 3.14239, 1.58599], [-2.82222, 2.86902, -1.06606], [-4.25663, 2.24999, -0.85749], [-2.53540, 0.95254, -2.38874], [-3.97689, -0.07619, -1.73558], [-2.24356, -0.51586, -1.68891], [-2.59134, -0.12809, 1.73912], [-3.38120, -1.07436, 0.60424], [-4.14199, 0.37622, 1.35100], [0.59433, 2.42858, 2.75986], [1.07518, 1.36484, 1.46181], [-0.34592, 1.00961, 2.59265], [4.08530, -0.54753, 2.12849], [4.55757, -1.43412, 0.96586], [3.63181, -1.14704, -0.07579], [4.83840, -0.68642, 2.90414], [3.13803, -0.81176, 2.59854], [4.11577, 0.52347, 1.92814], [4.67381, -2.49951, 1.16467], [5.58355, -1.20161, 0.68057], [4.14039, -0.57203, -0.65226], [2.37074, -3.95291, 0.39925], [3.02176, -4.52793, -0.00294], [2.35084, -4.21892, 1.31853], [1.88015, -0.44929, -2.65084], [1.20102, 0.22291, -2.70725], [2.52558, -0.19427, -3.31009], [2.12685, -3.72369, -2.76632], [2.67103, -4.34194, -3.25404], [1.22936, -4.01467, -2.92784], [-0.65736, -3.01289, 0.16979], [-1.60291, -3.02702, 0.02153], [-0.52660, -3.56859, 0.93813], [-0.32939, -2.39973, -2.61715], [-0.55036, -1.61586, -3.12009], [-0.49193, -3.12534, -3.21989]], "atomic_forces_ev_per_a": [[-0.7, 0.7, 0.2], [0.4, 0.0, 0.3], [1.7, 0.6, -2.0], [-1.1, 1.6, 0.2], [-0.8, -1.1, 0.1], [0.2, 1.7, -0.5], [-0.1, -0.6, 1.4], [0.5, -0.4, -0.2], [-0.5, 0.7, -0.1], [2.3, -0.7, 0.5], [0.1, 0.3, 0.5], [-0.1, -0.5, -0.6], [0.0, -0.9, 0.1], [-0.3, 0.2, 0.6], [-0.2, 0.0, 0.2], [0.5, -0.1, 0.4], [-0.4, -0.5, -0.2], [0.1, -0.1, -0.5], [-0.1, -0.3, 0.2], [0.8, -0.3, -0.2], [-0.9, -0.3, 1.0], [-0.8, 0.4, -0.3], [0.1, 0.5, -0.1], [-0.2, -0.6, 0.0], [0.6, 0.4, -0.2], [-0.4, 0.1, -0.5], [-0.5, -0.1, -0.4], [-0.4, 0.8, -0.4], [-0.2, -0.6, 0.2], [0.5, -0.7, -0.1], [1.5, -0.8, 1.1], [-0.6, 1.0, 0.8], [0.7, -0.6, -1.0], [0.1, 0.1, 0.5], [-0.1, -0.1, -0.5], [-0.2, -0.2, -0.5], [-0.9, -0.1, 0.3], [0.0, 0.6, -0.2], [-0.6, 0.2, -0.5], [-0.2, 0.1, -0.1], [0.2, -0.2, -0.4], [-0.1, 0.0, 0.5], [0.1, -0.3, 0.1], [-0.6, 0.4, 0.6], [0.4, -0.1, -0.2], [0.2, 0.1, 0.1], [0.4, -0.2, -0.2], [-0.2, 0.0, 0.1], [0.4, -0.3, 0.0], [-0.4, 0.3, -0.2], [0.2, -0.2, 0.3], [-0.1, -0.2, 0.3], [0.0, 0.5, 0.0], [-0.3, -0.2, -0.2]], "lowdin_spin": [0.3538, 0.0033, 0.0025, -0.0008, 0.0000, 0.0017, 0.0023, 0.0613, 0.1393, 0.0007, 0.0021, -0.0003, 0.0009, 0.0001, -0.0002, -0.0003, 0.0000, 0.0000, 0.0000, 0.0000, 0.0005, 0.0001, -0.0001, 0.0007, 0.0001, 0.0008, 0.0002, 0.0002, -0.0008, -0.0001, 0.0030, 0.0086, 0.0775, 0.0005, 0.0009, 0.0002, 0.0023, 0.0012, 0.0050, 0.0711, 0.0061, 0.0067, 0.0610, 0.0071, 0.0059, 0.0468, 0.0048, 0.0053, 0.0527, 0.0034, 0.0042, 0.0486, 0.0042, 0.0047], "energy_ha": -1035.39864, "homo_ev": [-4.696, -4.067], "homo_lumo_gap_ev": [4.9, 3.7], "multiplicity": 2}